# 1
C24H36N8O3Pm as an isolated structure at a distorted geometry. Source: the Open Molecules 2025 dataset; level of theory: ωB97M-V/def2-TZVPD.

The geometry in XYZ format:
```
72
Properties=species:S:1:pos:R:3:forces:R:3:lowdin_spin:R:1
Pm 1.55828 0.40412 0.21751 -1.237 -0.176 -0.310 4.034
N 1.75072 -0.52707 -2.45773 0.070 0.186 0.046 -0.003
C 3.21566 -0.76552 -2.46410 0.350 -0.239 0.204 0.000
C 3.70652 -0.06524 -1.20767 -0.169 0.364 0.344 -0.001
O 3.20014 1.14339 -1.11926 0.528 0.041 -0.206 -0.002
N 4.26137 -0.73496 -0.25172 -0.067 -0.111 0.026 -0.003
C 4.68697 -0.08824 1.02185 0.176 0.109 0.006 -0.001
C 3.48542 0.48139 1.79112 -0.215 -0.057 -0.591 -0.002
O 3.18236 1.68784 1.70402 0.356 -0.010 0.200 -0.005
O 2.55761 -0.36480 2.09030 0.543 -0.247 0.349 -0.006
H 1.26300 -1.19181 -3.04720 0.055 -0.080 0.053 0.000
H 1.58791 0.38940 -2.86487 -0.058 -0.032 -0.019 0.000
H 3.72696 -0.35553 -3.33770 -0.126 0.015 -0.035 0.000
H 3.41627 -1.83193 -2.40782 0.008 0.033 -0.017 0.000
H 5.40149 0.71112 0.82522 -0.031 0.006 0.015 0.000
H 5.15772 -0.86532 1.62086 0.040 0.016 -0.048 0.000
C -1.25819 -2.52445 -2.18184 -0.015 0.055 0.044 0.000
N -0.37934 -3.14290 -1.20612 0.294 -0.007 0.014 0.000
C -0.39244 -4.59640 -1.20263 0.032 -0.037 0.045 0.000
C 0.22518 -2.42946 -0.22379 -0.419 0.269 -0.231 0.000
N -0.26569 -1.29377 0.25039 0.150 0.163 0.215 -0.004
C -1.67446 -1.16027 0.31411 -0.050 -0.027 -0.109 0.000
C -2.40760 -2.20098 0.83481 0.003 0.077 -0.112 0.000
C -3.80770 -2.25827 0.70057 0.048 -0.016 0.009 0.000
C -4.45438 -1.28398 0.00458 0.008 -0.014 0.020 0.000
C -3.74870 -0.14805 -0.46809 -0.130 -0.047 0.003 0.000
C -4.45986 0.86548 -1.15687 0.018 0.038 -0.022 0.000
C -3.82630 1.99688 -1.57087 0.028 -0.002 0.004 0.000
C -2.47931 2.20015 -1.22037 -0.021 -0.061 0.056 0.000
C -1.76501 1.25951 -0.51749 -0.109 0.079 -0.077 0.000
N -0.49984 1.65049 -0.00121 0.207 -0.250 -0.013 -0.007
C -0.45387 2.72610 0.77678 -0.319 -0.066 -0.071 0.000
N -1.48614 3.11440 1.56038 0.217 0.112 0.070 0.000
C -2.45275 2.16895 2.09047 -0.012 -0.038 0.007 0.000
C -1.80522 4.51704 1.77403 0.051 0.017 -0.026 0.000
N 0.71585 3.41503 0.86231 -0.033 -0.035 0.174 0.001
C 1.12065 4.09202 2.09080 0.054 0.009 -0.069 0.000
C 1.56482 3.71211 -0.28789 -0.030 -0.159 -0.116 0.000
C -2.35587 -0.01647 -0.22920 0.077 -0.018 0.001 0.000
N 1.46497 -2.81864 0.22197 -0.242 -0.053 0.040 0.000
C 2.34153 -3.63213 -0.61115 0.114 0.063 -0.007 0.000
C 1.63518 -3.06757 1.65890 0.043 0.081 -0.012 0.000
H -2.31244 -2.65008 -1.92379 -0.011 0.009 -0.004 0.000
H -1.07249 -2.99390 -3.14994 -0.032 0.001 -0.006 0.000
H -1.04039 -1.46109 -2.25282 -0.022 0.009 -0.006 0.000
H -1.43004 -4.93803 -1.19120 0.002 -0.001 -0.008 0.000
H 0.09270 -4.97709 -0.30869 0.007 -0.017 0.005 0.000
H 0.10406 -5.00919 -2.08320 -0.016 -0.002 -0.002 0.000
H -1.87940 -3.02562 1.29734 0.014 -0.024 0.019 0.000
H -4.34907 -3.10054 1.10938 -0.016 -0.007 0.002 0.000
H -5.52004 -1.34117 -0.17262 -0.019 0.005 -0.003 0.000
H -5.51412 0.71785 -1.34881 -0.024 -0.010 0.000 0.000
H -4.35925 2.76129 -2.11930 -0.011 0.013 -0.008 0.000
H -2.00612 3.14769 -1.44801 0.033 0.010 -0.003 0.000
H -2.01723 1.17262 2.13022 -0.032 0.027 0.024 0.000
H -3.36534 2.13695 1.48960 0.000 -0.010 0.025 0.000
H -2.70414 2.47896 3.10541 -0.022 -0.006 -0.001 0.000
H -1.13978 5.14605 1.18905 -0.021 0.013 0.003 0.000
H -1.72400 4.79376 2.82709 -0.011 -0.006 -0.006 0.000
H -2.82939 4.69804 1.44041 0.001 0.010 0.013 0.000
H 1.03808 5.17673 1.99140 -0.007 0.003 0.016 0.000
H 2.15913 3.82894 2.28889 -0.020 0.014 0.018 0.000
H 0.50692 3.75632 2.92086 0.014 -0.014 0.022 0.000
H 1.55407 4.78792 -0.47896 0.031 -0.003 -0.003 0.000
H 1.19268 3.19523 -1.17228 -0.003 0.051 0.033 0.000
H 2.58887 3.39114 -0.09094 -0.010 0.053 -0.037 0.000
H 2.07030 -3.52089 -1.65809 -0.004 -0.010 0.000 0.000
H 2.29558 -4.69049 -0.34356 0.002 -0.004 0.006 0.000
H 3.36226 -3.27399 -0.46947 -0.010 -0.019 0.014 0.000
H 1.41435 -4.11877 1.87398 0.008 0.024 0.019 0.000
H 0.97286 -2.41990 2.22493 0.002 -0.040 0.015 0.000
H 2.65743 -2.84041 1.94769 -0.006 -0.019 0.000 0.000
```
Positions in Å, forces in eV/Å.

Computed properties:
Gap between HOMO and LUMO (alpha / beta), eV: 8.16 / 8.17
Energy, hartree: -2208.20479
Net charge: +1
2S+1: 5
<S²>: 6.005
Relative energy (zero: lowest compared OMol25 entry of this formula, charge and spin), kJ/mol: 0.0

# 2
The molecule C5H7N3 at a distorted geometry. Source: the Open Molecules 2025 dataset; level of theory: ωB97M-V/def2-TZVPD.

The geometry in XYZ format:
```
15
Properties=species:S:1:pos:R:3:forces:R:3:lowdin_charge:R:1
C -1.61076 -1.28325 -1.80906 0.786 1.509 -2.457 -0.136
C -0.49580 -0.53992 -0.90001 -0.540 -4.281 -1.904 -0.343
N -0.82746 0.54215 -0.07720 0.635 1.498 0.633 0.100
C 0.14091 0.92991 0.65629 1.242 -0.732 -2.336 -0.396
C 1.57760 0.19995 0.83140 -2.975 4.113 5.329 0.037
N 1.86735 0.65643 2.06590 2.385 -1.422 -2.962 0.029
C 1.18524 1.83668 2.33295 -5.442 -2.364 -5.516 -0.096
N 0.08930 2.01994 1.47441 3.470 0.523 4.470 0.111
H -2.48368 -1.63107 -1.25044 0.423 -0.263 0.031 0.033
H -0.91716 -2.14262 -2.26423 -2.141 1.598 0.774 0.091
H -2.13429 -0.60122 -2.76957 1.932 -1.832 2.795 0.127
H -0.31398 -1.41917 -0.11905 0.492 1.428 -2.000 0.143
H 0.32192 -0.36157 -1.72984 -0.928 -0.120 2.233 0.143
H 2.13654 -0.55394 0.38134 0.374 -1.392 -0.662 0.078
H 1.46427 2.34771 3.17711 0.286 1.736 1.573 0.079
```
Positions in Å, forces in eV/Å.

Computed properties:
Gap between HOMO and LUMO, eV: 8.02
Energy, hartree: -358.83305
2S+1: 1
SMILES string: CC/N=C1\C=NC=N1
Relative energy (zero: lowest compared OMol25 entry of this formula, charge and spin), kJ/mol: 486.6